# 1
C18H15F3N2O4S2 | wB97M-V/def2-TZVPD

XYZ file:
```
44
Properties=species:S:1:pos:R:3:lowdin_charge:R:1
O -2.2870 1.4570 1.2243 0.09
C -1.4894 0.5509 1.2874 -0.43
N -0.1554 0.6940 1.5069 0.15
C 0.4898 1.8910 1.8268 -0.15
C -0.1600 2.8887 2.5514 0.00
C 0.5009 4.0497 2.9020 -0.06
C 1.8260 4.2418 2.5463 -0.08
C 2.4817 3.2735 1.8101 -0.02
C 1.8210 2.1081 1.4426 -0.05
C 2.5141 1.1174 0.5565 -0.56
F 2.6607 -0.1070 1.0986 0.14
F 3.7464 1.5008 0.1946 0.14
F 1.8387 0.9273 -0.5981 0.13
H 3.5073 3.4197 1.5083 0.12
H 2.3448 5.1436 2.8300 0.10
H -0.0217 4.8071 3.4660 0.11
H -1.1894 2.7414 2.8311 0.11
H 0.3820 -0.1715 1.5511 0.09
C -1.9061 -0.9148 1.1336 -0.08
N -1.1218 -1.6111 0.1236 -0.22
S 0.0475 -2.6403 0.7436 0.63
O -0.4338 -3.9825 0.8806 -0.27
O 0.5711 -1.9941 1.9162 -0.29
C 1.2823 -2.6067 -0.5202 -0.62
C 1.4054 -1.7623 -1.5803 -0.16
C 2.5739 -2.0198 -2.3283 -0.16
C 3.3033 -3.0459 -1.8135 -0.38
S 2.5816 -3.7224 -0.4070 1.07
H 4.2290 -3.4436 -2.1790 0.07
H 2.8547 -1.4600 -3.2014 0.11
H 0.6960 -0.9873 -1.8006 0.10
C -1.8878 -2.2054 -0.9657 -0.12
C -2.4979 -1.1393 -1.8113 -0.26
C -2.0474 -0.4813 -2.9185 -0.02
C -3.0412 0.4734 -3.2439 -0.05
C -4.0173 0.3264 -2.3093 -0.11
O -3.6992 -0.6455 -1.4421 0.04
H -4.9495 0.8326 -2.1582 0.12
H -3.0245 1.1677 -4.0582 0.10
H -1.1330 -0.6605 -3.4459 0.11
H -1.1893 -2.8020 -1.5537 0.13
H -2.6703 -2.8677 -0.5722 0.14
H -2.9657 -0.9367 0.8709 0.13
H -1.7705 -1.4042 2.1048 0.14
```

Energy relative to the best compared isomer or geometry (same formula, charge and spin) = 18.5 kJ/mol
SMILES = O=C(CN(Cc1ccco1)S(=O)(=O)c1cccs1)Nc1ccccc1C(F)(F)F
E = -59902.177 eV
Orbital gap = 9.36 eV

---

# 2
C5H32NO9S2 | wB97M-V/def2-TZVPD

XYZ file:
```
49
Properties=species:S:1:pos:R:3:lowdin_charge:R:1
N 2.0497 1.8099 -0.2760 0.16
C 2.2232 0.3875 -0.6989 -0.19
C 0.9440 -0.3270 -1.1421 -0.38
S 0.4813 -1.6907 -0.0325 0.45
S 1.3067 -3.3648 -0.4742 0.14
C -1.3437 -1.7546 -0.2795 -0.39
C -1.9250 -2.4671 0.9046 -0.35
C -3.3949 -2.8904 0.8201 -0.09
H 2.4685 2.4222 -0.9721 0.16
H 1.0500 2.1117 -0.1635 0.09
H 2.7569 1.9596 0.4628 0.11
H 2.8420 0.3631 -1.5891 0.12
H 2.7648 -0.1996 0.0218 0.10
H 0.0688 0.2999 -1.3003 0.06
H 1.1498 -0.6769 -2.1487 0.05
H -1.4636 -2.3436 -1.1890 0.07
H -1.6873 -0.7363 -0.4641 0.08
H -1.7150 -2.0050 1.8782 0.11
H -1.3383 -3.3664 1.1574 0.09
H -3.9770 -1.9690 0.7717 0.07
H -3.6049 -3.5009 -0.0561 0.08
H -3.6751 -3.4324 1.7139 0.07
H 4.7350 1.6219 2.2536 0.08
H 3.2476 1.2176 2.5329 0.02
O 3.9098 1.3487 1.8433 -0.04
H -1.0284 2.1611 -1.2713 0.01
H -0.9339 3.4183 -0.3007 0.07
O -0.4311 2.7000 -0.7002 -0.06
H -2.9542 1.4888 -2.3955 0.08
H -1.8340 1.4709 -3.4374 0.08
O -1.9978 1.4089 -2.4891 -0.03
H -0.1426 1.0740 1.8699 0.05
H 1.3112 0.6586 2.4695 0.00
O 0.7066 1.3681 2.2212 -0.05
H 2.6110 -2.1560 -3.5453 0.05
H 2.0273 -1.3973 -4.8132 0.04
O 2.2736 -1.3242 -3.8895 -0.06
H -3.5038 2.5095 0.6274 0.03
H -2.8864 2.7934 1.9950 0.01
O -3.0021 2.0950 1.3364 -0.07
H -1.1751 -3.1766 -4.1127 0.05
H -0.8814 -1.6700 -4.3774 0.02
O -1.3148 -2.2841 -3.7830 -0.05
H -0.8916 2.1606 3.6047 0.03
H -1.0613 3.6690 3.9325 0.05
O -1.3159 2.9751 3.3200 -0.05
H 3.3405 -1.0469 2.7584 0.07
H 2.5240 -1.1165 4.1005 0.08
O 2.6868 -0.5971 3.3055 -0.05
```

Charge = +1
E = -47286.682 eV
Orbital gap = 7.83 eV

---

# 3
C4H3NO | wB97M-V/def2-TZVPD

XYZ file:
```
9
Properties=species:S:1:pos:R:3:lowdin_charge:R:1
O 1.3129 -0.6980 -0.8395 -0.03
C 0.8445 0.4804 -0.2550 -0.22
C -0.6617 0.5009 -0.1047 -0.29
C -1.8252 1.0257 -0.3581 0.27
C -1.4072 -0.4948 0.6683 -0.30
N -1.8666 -1.3542 1.3041 0.21
H 1.1881 -1.4301 -0.2225 0.10
H 1.1211 1.2994 -0.9205 0.13
H 1.2940 0.6707 0.7279 0.13
```

Energy relative to the best compared isomer or geometry (same formula, charge and spin) = 341.1 kJ/mol
E = -7729.209 eV
Orbital gap = 9.81 eV